No. 1
109
Properties=species:S:1:pos:R:3:forces:R:3 method="wB97M-V/def2-TZVPD" total_charge=+3 mol_weight_da=1059.7 e_tot_ev=-210603.16905 spin_multiplicity=1 homo_energy_ev=-16.7 e_above_lowest_kcal_mol=45.6 homo_lumo_gap_ev=6.0803
Pt -0.21576 -0.02689 -0.19346 0.0 -0.7 -0.2
C -1.15319 5.08938 -1.24607 0.0 0.0 0.0
C -1.31849 3.64619 -0.76028 0.0 0.0 0.0
C -2.53684 3.57167 0.16048 0.0 -0.1 0.0
C -0.04220 3.16796 -0.12153 0.1 -0.2 0.2
C 0.94702 4.02402 0.32646 0.0 0.1 0.1
C 2.01306 3.26464 0.76581 0.2 -0.1 -0.1
C 3.32106 3.83566 1.23999 0.0 0.0 0.0
C 4.39503 3.67754 0.15804 0.0 0.0 0.0
C 3.77379 3.36929 2.62686 0.0 0.0 -0.1
N 1.70292 1.96918 0.58231 -0.2 -0.1 0.1
N 0.41675 1.90046 0.06035 0.0 0.7 -0.1
B 2.60739 0.69458 0.75301 0.0 0.3 0.1
N 1.80255 -0.25854 1.71891 0.2 -0.2 -0.2
N 0.48733 0.11321 1.75498 0.5 -0.7 0.1
C -0.03592 -0.23587 2.97032 -0.1 0.3 0.1
C 0.97162 -0.85893 3.67341 0.2 0.0 -0.1
C 2.11749 -0.88027 2.86153 -0.2 0.2 0.2
C 3.44150 -1.47784 3.22255 0.0 0.0 0.1
C 3.91803 -2.44838 2.13538 0.0 0.0 0.0
C 4.47451 -0.42798 3.65581 0.0 0.0 -0.1
C -1.37078 0.20635 3.51713 0.0 0.0 0.1
C -1.21505 0.55571 5.00489 -0.1 0.0 0.0
C -1.93054 1.40504 2.76366 0.1 0.1 -0.1
N 2.74003 0.07298 -0.62813 -0.2 -0.1 0.0
N 1.55418 -0.03599 -1.32276 0.3 0.3 -0.7
C 1.87645 -0.32846 -2.61883 -0.1 0.3 0.3
C 3.24745 -0.41146 -2.70145 0.1 -0.3 -0.2
C 3.78107 -0.14143 -1.45790 0.2 0.2 0.3
C 5.28185 -0.08572 -1.21705 -0.1 -0.1 0.0
C 5.83991 0.21478 0.17026 0.0 0.0 0.0
C 5.91233 0.86810 -2.24574 0.0 0.0 0.0
C 1.03602 -0.40371 -3.86308 0.0 0.0 0.0
C -0.19587 0.45840 -3.75601 -0.1 -0.1 0.0
C 0.70707 -1.82650 -4.32893 0.1 0.0 0.0
H -2.00904 5.36592 -1.86030 0.0 0.0 0.0
H -0.25386 5.22695 -1.84477 0.0 0.0 0.0
H -1.12037 5.78101 -0.40366 0.0 0.0 0.0
H -1.48093 3.03097 -1.64460 0.0 0.0 0.1
H -2.35048 4.12750 1.08027 0.0 0.0 0.0
H -2.80351 2.55217 0.43012 0.0 0.1 0.0
H -3.39512 4.03016 -0.33111 0.0 0.0 0.0
H 0.91285 5.09844 0.30863 0.0 0.0 0.0
H 3.11016 4.90404 1.32405 0.0 0.0 0.0
H 4.47925 2.64077 -0.16314 0.0 0.0 0.0
H 5.36469 3.99684 0.53942 0.0 0.0 0.0
H 4.16208 4.28176 -0.71902 0.0 0.0 0.0
H 4.22829 2.38148 2.60708 0.0 0.0 0.0
H 2.94760 3.35784 3.33934 0.0 0.0 0.0
H 4.52403 4.06314 3.00357 0.0 0.0 0.0
H 3.64192 0.98362 1.22110 0.0 0.0 0.0
H 0.92692 -1.18961 4.69778 0.0 0.0 0.0
H 3.22360 -2.07874 4.10936 0.0 0.0 0.0
H 3.90211 -2.00343 1.13966 0.1 0.1 0.0
H 3.28746 -3.34096 2.11883 0.0 0.0 0.0
H 4.93614 -2.77486 2.34220 0.0 0.0 0.0
H 4.72137 0.26962 2.85971 0.0 0.0 0.0
H 5.39027 -0.93243 3.96067 0.0 0.0 0.0
H 4.10644 0.14418 4.50729 0.0 0.0 0.0
H -2.07343 -0.63273 3.45506 0.0 0.1 0.0
H -0.45049 1.32024 5.14537 0.0 0.0 0.0
H -0.95490 -0.31019 5.61123 0.0 0.0 0.0
H -2.15846 0.94706 5.38278 0.0 0.0 0.0
H -1.30825 2.28685 2.92880 0.0 0.0 0.0
H -2.93572 1.63208 3.11704 0.0 0.0 0.0
H -1.97750 1.23883 1.68788 0.0 0.1 0.1
H 3.79932 -0.63225 -3.59979 0.0 0.1 0.0
H 5.61230 -1.09762 -1.48024 0.0 0.0 0.0
H 5.64325 1.23456 0.49273 0.0 0.0 0.0
H 6.92224 0.10222 0.11682 0.0 0.0 0.0
H 5.48344 -0.46787 0.93377 -0.1 -0.1 0.0
H 5.56656 1.89260 -2.10369 0.0 0.0 0.0
H 5.69388 0.57655 -3.27118 0.0 0.0 0.0
H 6.99371 0.85824 -2.12198 0.0 0.0 0.0
H 1.68969 0.02759 -4.62321 0.0 0.0 0.0
H -0.76970 0.10738 -2.90220 -0.1 -0.1 -0.1
H -0.81451 0.36316 -4.64925 0.0 0.0 0.0
H 0.04456 1.51349 -3.60730 0.1 0.0 0.0
H -0.18572 -2.21693 -3.84240 0.0 0.0 0.1
H 1.53661 -2.51232 -4.15141 0.0 0.0 0.0
H 0.51233 -1.82283 -5.40047 0.0 0.0 0.0
Br -6.66243 2.27486 -1.50463 -0.2 0.1 0.0
C -4.97840 1.52619 -1.40753 0.1 -0.1 0.0
C -4.01027 1.80880 -2.35545 0.0 0.0 0.0
C -2.74424 1.27554 -2.20110 -0.1 -0.2 0.1
N -2.38979 0.46348 -1.19175 -0.2 0.3 -0.2
C -3.37249 0.14071 -0.31351 0.2 0.0 -0.1
C -4.64908 0.65725 -0.37177 0.0 0.0 -0.1
C -3.01388 -0.88436 0.67178 0.1 -0.1 0.1
C -3.96209 -1.70384 1.25913 0.0 0.0 0.0
C -3.55409 -2.76523 2.05573 0.1 0.1 -0.1
Br -4.79710 -3.87598 2.84501 -0.1 -0.1 0.1
C -2.18915 -2.99675 2.21034 0.1 0.0 0.0
C -1.30128 -2.14141 1.60929 -0.1 -0.2 -0.2
N -1.70027 -1.08190 0.87804 -0.4 0.2 0.1
H -4.22357 2.45140 -3.19830 0.0 0.0 0.0
H -1.99337 1.50859 -2.93397 0.0 0.0 0.0
H -5.38605 0.40118 0.37555 0.0 0.0 0.0
H -5.01197 -1.54983 1.05874 0.0 0.0 0.0
H -1.82173 -3.82919 2.79392 0.0 0.0 0.0
H -0.24025 -2.31248 1.69995 0.0 0.0 0.0
S 0.53835 -4.32137 -1.38750 0.0 -0.1 0.0
C -1.05891 -3.92107 -1.83899 0.0 0.0 -0.1
C -1.31343 -2.61943 -1.57957 0.1 0.1 0.1
N -0.24098 -1.95715 -1.01246 -0.1 -0.4 0.2
C 0.80401 -2.75331 -0.85921 0.0 0.1 -0.1
H -1.71146 -4.64307 -2.30385 0.0 0.0 0.0
H -2.22258 -2.08781 -1.80185 -0.1 0.0 0.0
H 1.74703 -2.42300 -0.44603 0.0 0.0 0.1

No. 2
191
Properties=species:S:1:pos:R:3:forces:R:3 method="wB97M-V/def2-TZVPD" total_charge=0 mol_weight_da=1299.4 e_tot_ev=-129263.78009 spin_multiplicity=1 homo_energy_ev=-9.3 homo_lumo_gap_ev=9.7048
C 18.73457 11.62338 21.05680 -0.4 0.0 1.0
C 18.61277 10.20655 21.56036 -0.3 -0.1 0.7
O 19.61182 10.13983 22.64336 -0.5 -1.3 0.8
C 19.37504 9.16586 23.57073 1.9 1.7 -1.1
O 18.47990 8.41307 23.55652 -1.7 -1.4 0.1
C 20.47538 9.06186 24.67733 -1.1 -0.3 -1.0
F 21.20250 7.93871 24.45086 -0.5 0.6 0.6
F 21.28965 10.08920 24.65717 0.5 0.5 0.4
F 19.81444 8.99912 25.85032 0.9 -0.2 -0.3
H 18.14003 11.71297 20.18387 -0.3 0.2 -1.1
H 19.78665 11.82508 20.87946 0.0 0.3 -0.2
H 18.28737 12.35763 21.76688 0.6 -0.6 -0.2
H 18.83218 9.44655 20.78799 0.2 0.3 0.4
H 17.60930 9.94990 21.96572 0.8 0.3 -0.2
C 11.36136 14.42618 24.00345 -0.2 1.0 0.9
C 12.72033 13.81264 24.20587 0.6 1.3 -2.0
O 12.75991 12.95073 25.27673 0.0 -1.9 2.6
C 12.41620 11.68612 25.05407 0.7 0.4 1.7
O 12.03319 11.25168 24.02844 -0.7 -0.8 -1.6
C 12.55004 10.67626 26.27979 0.1 0.8 -1.2
F 11.33729 10.13763 26.49675 0.3 0.3 0.4
F 13.34272 9.66328 25.86296 -0.2 0.8 0.8
F 13.00531 11.27220 27.39582 -0.2 -0.9 -0.6
H 11.16247 15.08651 24.88242 -0.1 -0.4 -0.6
H 10.56012 13.67388 23.98099 0.2 0.2 -0.4
H 11.42928 15.08875 23.12161 -0.4 -0.5 0.2
H 13.44119 14.62612 24.42673 -0.3 -0.6 -0.1
H 13.04444 13.26805 23.31240 0.1 0.3 0.1
C 16.46852 14.47975 19.99462 -0.7 -0.2 -1.0
O 17.08292 15.70630 19.65427 0.2 -0.1 1.9
C 17.15542 16.48107 20.86589 0.3 1.9 -1.3
C 18.20665 17.58701 20.63149 -0.4 -0.2 2.2
O 17.81272 18.41833 19.61160 -1.6 -0.7 -0.3
C 18.68226 19.39367 19.18586 2.2 0.4 0.4
C 18.29076 19.75587 17.78284 -0.6 2.1 -0.4
O 18.79387 18.95533 16.75376 -0.4 -1.1 0.4
C 18.03446 17.74581 16.72665 0.3 -0.6 0.3
H 16.97995 13.90338 20.76532 0.3 0.0 -0.2
H 16.37486 13.93094 19.05187 0.2 -0.3 0.3
H 15.45003 14.62919 20.36385 -0.2 0.2 0.1
H 17.43005 15.93283 21.76488 0.1 -0.5 -0.1
H 16.18013 16.95832 21.04668 0.0 -0.2 0.0
H 19.14869 17.06537 20.46721 0.4 0.2 -0.4
H 18.31061 18.20705 21.57440 0.0 -0.7 -0.6
H 19.70504 18.96526 19.12338 -0.2 0.2 0.1
H 18.74948 20.25024 19.92564 -0.3 -0.6 -0.9
H 18.60030 20.77454 17.49253 0.0 -0.2 0.5
H 17.18520 19.75885 17.78546 0.1 0.0 -0.2
H 17.00498 17.96860 16.42222 0.0 -0.1 0.1
H 18.05926 17.20892 17.69580 -0.3 0.5 -0.4
H 18.47364 17.05239 16.02384 0.2 0.1 -0.5
C 17.11453 10.21487 16.93228 -0.6 -0.3 0.8
O 16.19540 9.13107 16.67365 1.1 1.1 -0.1
C 15.42562 9.40902 15.52246 -1.1 -1.4 0.5
C 14.73424 8.08326 15.12596 0.2 -0.4 0.8
O 13.69292 7.66499 16.04261 0.7 0.6 -0.9
C 13.48088 6.26863 15.94725 0.1 -0.2 1.1
C 12.66872 5.80129 14.73595 1.0 0.1 1.4
O 11.43290 6.43880 14.82412 -0.9 0.1 -0.8
C 10.64104 6.08175 13.70638 -2.3 0.3 0.2
H 17.67699 10.49596 16.04282 0.0 -0.1 -0.1
H 17.79952 9.89930 17.72457 -0.1 -0.2 -0.3
H 16.60508 11.10935 17.34567 -0.1 -0.3 -0.4
H 16.05071 9.69543 14.68667 0.3 0.3 -0.3
H 14.70773 10.19660 15.76127 -0.2 0.1 -0.2
H 15.54087 7.31198 15.23693 -0.5 0.5 -0.6
H 14.32512 8.11952 14.09929 0.3 0.1 0.3
H 12.88507 6.01732 16.83427 0.0 0.0 -0.1
H 14.46789 5.77007 16.10889 -0.7 -0.1 -0.6
H 12.54831 4.70117 14.83414 0.2 0.4 -0.4
H 13.16985 6.10638 13.82999 0.3 -0.3 -0.6
H 10.71028 5.02018 13.49746 0.5 -0.2 -0.4
H 10.72675 6.70230 12.78783 0.7 -0.3 0.5
H 9.54688 6.17794 13.95196 1.0 0.2 0.3
C 9.98153 6.73392 20.33271 0.5 0.1 -0.6
O 9.94792 7.44712 19.10247 -1.1 -0.8 0.5
C 11.07293 8.21296 18.93477 0.8 2.3 0.1
C 11.00122 8.95180 17.58650 0.7 -0.4 0.6
O 10.03677 9.98601 17.58883 -0.3 -0.5 0.0
C 8.75578 9.45559 17.29839 -0.4 0.6 0.5
C 7.75573 10.60007 17.25063 0.8 0.1 -0.7
O 8.08807 11.42863 16.10635 -0.6 0.4 1.1
C 7.07018 12.41272 15.87812 -0.3 -0.8 -0.4
H 9.19655 6.02109 20.23545 -0.6 -0.6 0.3
H 9.90024 7.30829 21.26671 -0.3 0.4 -0.4
H 10.93863 6.23574 20.38014 0.3 -0.5 0.2
H 11.98969 7.61211 18.97910 0.1 0.0 0.1
H 11.05513 8.98298 19.75053 0.6 -0.4 -0.4
H 10.82078 8.12609 16.87025 -0.1 0.8 -0.3
H 11.92644 9.48512 17.32739 0.1 -0.6 0.2
H 8.47066 8.72840 18.09017 0.0 0.3 -0.7
H 8.83198 8.99372 16.30942 -0.4 -0.3 0.1
H 7.79661 11.19782 18.18582 -0.1 -0.2 -0.4
H 6.76572 10.14832 17.13487 -0.2 0.2 0.0
H 6.78019 13.02324 16.74563 0.3 -0.3 0.1
H 6.19341 11.85234 15.52224 -0.2 0.4 0.1
H 7.36540 13.10174 15.08527 0.3 -0.2 0.0
C 19.79645 16.99099 29.80698 -1.0 -0.1 -1.2
O 18.75155 16.40310 28.96886 1.0 -0.3 0.4
C 18.76958 14.97426 28.90813 0.1 0.5 0.9
C 17.56471 14.54221 28.10910 0.1 1.3 0.2
O 17.46737 13.15360 28.14983 -0.1 -0.1 0.3
C 16.36043 12.60044 27.46902 0.0 0.1 -0.8
C 16.77912 12.33150 26.01290 -0.9 -0.8 0.1
O 15.70020 11.73257 25.26006 0.2 0.5 0.7
C 16.05531 11.46218 23.91905 0.6 0.1 0.4
H 19.79738 18.03857 29.44103 0.1 -0.5 0.8
H 20.80572 16.57832 29.64390 -0.4 -0.2 -0.2
H 19.51690 16.85556 30.86062 0.1 0.3 -0.2
H 18.70187 14.55205 29.92952 0.0 0.0 -0.3
H 19.69223 14.63167 28.46376 0.4 -0.2 -0.2
H 17.65864 14.95590 27.09841 -0.1 -0.2 -0.1
H 16.74026 15.09392 28.59565 -0.3 -0.6 -0.2
H 15.46088 13.23504 27.55658 0.3 -0.2 -0.1
H 16.19406 11.63432 27.91368 -0.4 -0.3 0.4
H 17.63927 11.65231 26.10860 -0.1 0.0 -0.4
H 17.08058 13.23919 25.52418 0.3 0.6 -0.3
H 16.95358 10.85021 23.93338 0.0 -0.8 -0.2
H 16.37945 12.33493 23.37957 -0.1 0.9 -0.2
H 15.22429 11.03295 23.36107 0.1 -0.1 0.4
C 10.89711 4.12925 24.04205 1.3 0.2 0.7
O 11.74478 5.08036 23.41198 -1.1 0.7 -0.3
C 11.44109 6.42678 23.83708 1.6 -0.3 0.5
C 12.30693 7.44722 23.09405 -0.4 0.4 0.0
O 13.69890 7.42925 23.40184 -0.6 0.3 -0.2
C 14.33265 8.61581 22.90531 -1.0 0.4 1.9
C 15.12535 8.44423 21.69248 1.4 0.1 -0.6
O 14.32801 8.16800 20.57398 -0.9 0.1 0.1
C 15.05034 8.30060 19.39372 -0.8 0.5 -1.2
H 11.20858 3.13509 23.77683 0.1 -0.3 -0.7
H 9.84310 4.25269 23.87681 -0.6 0.3 -0.4
H 11.09302 4.14834 25.10962 -0.2 0.3 0.5
H 11.67763 6.49063 24.91838 -0.1 0.1 -0.3
H 10.39323 6.72987 23.72459 -0.1 -0.4 -0.3
H 11.90314 8.45666 23.33282 0.1 -0.4 0.1
H 12.17851 7.33847 22.01778 0.0 -0.2 -0.2
H 14.94443 9.01021 23.74657 -0.1 -0.4 -0.6
H 13.59894 9.42361 22.69854 0.0 -0.5 0.2
H 15.86885 7.64109 21.78006 0.2 0.2 0.2
H 15.62857 9.42691 21.55752 0.1 -0.5 -0.1
H 14.41866 8.14344 18.52363 -0.6 -0.2 0.1
H 15.80370 7.55198 19.27924 1.1 -0.3 0.2
H 15.37941 9.32890 19.23240 0.7 0.0 0.3
O 11.42752 16.35388 15.66219 0.5 3.0 0.1
C 11.25370 15.21033 15.66052 -0.5 -4.8 -1.2
C 10.56584 14.29410 16.68597 0.4 0.4 0.8
C 11.07104 12.89323 16.40794 2.3 0.8 -0.8
C 11.31660 13.00033 14.90037 -0.8 0.5 -0.6
O 11.67842 14.37036 14.58203 -0.4 0.7 1.8
H 10.85835 14.64256 17.68495 -0.3 0.0 -0.2
H 9.48356 14.37290 16.61446 -0.1 0.2 -0.2
H 12.05995 12.77351 16.90252 -0.6 -0.1 -0.1
H 10.44733 12.05889 16.62402 -0.6 -0.4 0.4
H 12.05805 12.37714 14.40807 0.1 -0.2 0.4
H 10.33895 12.81753 14.45076 0.0 -0.1 -0.4
O 15.56459 11.74092 20.67644 -2.8 0.1 0.0
C 14.33903 11.72038 20.53609 0.1 -0.8 0.7
C 13.53805 11.45932 19.24589 -0.5 -0.6 1.4
C 12.14213 12.04340 19.53527 0.2 0.7 0.3
C 12.04480 11.79998 21.05293 0.7 0.6 0.6
O 13.42522 11.81048 21.58290 1.3 -0.2 -1.8
H 14.14155 11.76830 18.43673 0.2 0.7 -1.2
H 13.42858 10.37681 19.15915 0.2 -0.2 0.1
H 12.19062 13.12313 19.38905 -0.1 0.0 0.0
H 11.25217 11.70489 18.96332 0.9 -0.4 0.4
H 11.62501 12.61086 21.64289 -0.5 0.1 -0.4
H 11.56229 10.87955 21.36657 0.1 -0.3 -0.2
O 8.12086 15.85518 19.10660 -0.5 2.4 -2.8
C 8.08474 15.10539 19.98697 2.4 -3.4 2.6
C 9.04133 13.82267 20.13225 -1.4 1.0 -0.1
C 8.45622 13.12591 21.34776 -0.8 0.6 0.8
C 7.64569 14.24868 22.11721 1.0 0.0 -0.1
O 7.38992 15.27715 21.11311 -0.9 -0.4 1.1
H 8.94949 13.24670 19.19563 0.3 0.2 0.4
H 10.06901 14.19445 20.30065 -0.4 -0.2 -0.2
H 7.75888 12.34418 21.09200 -0.1 -0.4 -0.3
H 9.19318 12.70783 22.02049 0.2 -0.2 0.1
H 6.69938 13.93098 22.64227 0.9 0.3 -1.0
H 8.32312 14.69103 22.88213 -0.6 -0.1 -0.4
O 12.48377 14.97150 20.59040 0.3 0.7 0.3
C 13.01494 15.89972 20.03791 0.4 0.9 -0.3
C 13.33843 16.01771 18.55420 -0.1 0.6 0.6
C 14.27061 17.24271 18.43927 -1.4 -0.2 -0.4
C 13.86031 18.05687 19.70784 1.3 -1.0 -0.8
O 13.41248 17.06318 20.68031 -0.9 -0.5 -0.8
H 13.73251 15.07726 18.19011 0.1 -0.1 -0.1
H 12.38159 16.23155 18.07020 0.0 -0.1 -0.1
H 15.30744 16.90921 18.37942 0.0 0.4 0.4
H 13.98660 17.79783 17.52640 0.5 -0.2 0.4
H 14.74494 18.49426 20.12878 0.3 0.4 0.4
H 13.16639 18.87003 19.45159 -0.4 -0.7 0.5